Below is a structure of composition C2H8N2O, with properties calculated with ωB97M-V/def2-TZVPD.

Calculated values
**ΔE to the lowest compared entry with this formula, charge and spin**: 353.3 kJ/mol
**Maximum force**: 5.71 eV/Å
**LUMO energy**: 1.07 eV

```
13
Properties=species:S:1:pos:R:3:forces:R:3:nbo_charge:R:1
C 0.3587 -0.3553 -1.5715 0.687 0.531 5.645 0.06
N 1.7242 -0.3069 -1.7148 0.313 0.320 -1.397 -0.83
H 0.0208 -1.2977 -1.1643 -0.883 -0.384 -1.699 0.22
H -0.1844 0.5832 -1.5114 -0.667 -0.363 -2.040 0.24
H 2.0363 0.5529 -2.1398 0.141 0.099 0.220 0.37
H 2.1620 -0.4440 -0.8116 0.177 -0.312 -0.115 0.41
N -1.0572 0.4655 2.0959 -0.091 0.021 0.207 -0.84
C -1.0070 -0.0097 0.7354 -0.089 -0.093 0.519 0.08
O 0.2894 -0.0058 0.2131 0.263 0.265 -0.668 -0.69
H -0.6223 1.3734 2.1897 0.040 0.031 -0.089 0.36
H -0.6052 -0.1642 2.7455 0.098 -0.046 -0.133 0.36
H -1.4188 -1.0288 0.7604 -0.112 0.033 -0.188 0.14
H -1.6965 0.6375 0.1733 0.125 -0.100 -0.259 0.14
```
Forces are in eV/Å.

Below is a cluster of 2 separate species, C3HFO3 in total, with properties calculated with ωB97M-V/def2-TZVPD.

Calculated values
**ΔE to the lowest compared entry with this formula, charge and spin**: 56.5 kJ/mol
**Maximum force**: 3.38 eV/Å
**LUMO energy**: -0.11 eV

```
8
Properties=species:S:1:pos:R:3:forces:R:3:nbo_charge:R:1
O 0.5769 1.4351 0.6916 1.380 0.197 0.381 -0.41
C -0.1315 1.2508 -0.1972 -1.363 0.305 1.044 0.61
C -1.1421 1.0637 -0.9987 1.276 -1.732 -2.609 -0.10
F -2.3920 1.3316 -0.6470 -0.814 0.372 0.341 -0.30
H -0.9523 0.4744 -1.9293 -0.494 0.859 0.836 0.20
O 2.3288 -1.2774 0.9937 1.937 1.408 -0.316 -0.51
C 1.3328 -1.8293 1.0061 0.272 -0.391 0.440 1.02
O 0.3795 -2.4488 1.0809 -2.194 -1.018 -0.117 -0.51
```
Forces are in eV/Å.

Below is the ion NO4PS with charge -2, with properties calculated with ωB97M-V/def2-TZVPD.

Calculated values
**ΔE to the lowest compared entry with this formula, charge and spin**: 133.2 kJ/mol
**Total charge**: -2
**Maximum force**: 3.37 eV/Å
**LUMO energy**: 6.42 eV

```
7
Properties=species:S:1:pos:R:3:forces:R:3:nbo_charge:R:1
O -2.6530 0.3538 -0.1989 0.436 0.046 0.108 -1.04
S -1.4246 -0.3794 0.2117 1.403 1.678 1.004 1.47
N -0.0186 0.9129 1.0354 -2.158 -2.048 -1.576 -1.33
P 1.0509 0.0957 0.1258 0.570 -0.297 0.046 2.33
O 1.5629 -1.2411 0.6062 -0.091 0.250 -0.025 -1.21
O 1.9785 0.8714 -0.7634 -0.263 0.042 -0.005 -1.19
O -0.4960 -0.6132 -1.0168 0.103 0.328 0.448 -1.03
```
Forces are in eV/Å.

Below is a cluster of 2 separate species, C3H10NO in total, with properties calculated with ωB97M-V/def2-TZVPD.

Calculated values
**ΔE to the lowest compared entry with this formula, charge and spin**: 277.7 kJ/mol
**Total charge**: +1
**Maximum force**: 3.97 eV/Å
**LUMO energy**: -4.02 eV

```
15
Properties=species:S:1:pos:R:3:forces:R:3:nbo_charge:R:1
C 2.0421 -0.8308 -0.0966 -0.744 0.103 -3.894 -0.64
C 0.9450 0.0532 -0.7884 2.447 0.306 -0.276 -0.13
C -0.2639 -0.1080 -1.3005 -1.221 -0.696 0.692 -0.08
N -1.2444 0.7683 -0.6145 0.583 3.208 -0.867 -0.73
H 1.6694 -1.8734 -0.1203 0.374 0.600 0.680 0.24
H 2.9826 -0.8054 -0.7509 -0.990 0.162 1.485 0.26
H 2.0818 -0.3000 0.8538 0.568 -0.609 0.147 0.25
H 1.2354 1.1167 -0.9272 -0.309 0.009 1.865 0.21
H -0.7817 -0.7474 -1.9474 -0.202 -2.057 -0.081 0.23
H -2.1852 0.9771 -0.9737 0.187 -0.826 -0.284 0.44
H -1.2550 0.4936 0.3928 -0.205 -0.082 -0.233 0.48
H -0.7857 1.7020 -0.6788 -0.325 -0.200 0.688 0.43
H -0.9774 -0.5751 2.6729 1.471 -1.861 2.226 0.50
H -2.1442 0.1966 2.2808 -2.936 0.940 1.116 0.49
O -1.3190 -0.0676 1.9979 1.302 1.002 -3.262 -0.94
```
Forces are in eV/Å.

Below is a structure of composition C25H28AsMoN4O5S3, with properties calculated with ωB97M-V/def2-TZVPD.

Calculated values
**Spin multiplicity**: 3
**ΔE to the lowest compared entry with this formula, charge and spin**: 0.0 kJ/mol
**Total charge**: +1
**<S²>**: 2.0211
**Maximum force**: 0.70 eV/Å
**LUMO energy (alpha / beta)**: -4.66 / -3.90 eV

```
67
Properties=species:S:1:pos:R:3:forces:R:3:nbo_charge:R:1
Mo -1.1926 0.5661 -0.0651 -0.309 0.361 -0.521 1.29
C 3.1881 0.1925 -0.6904 -0.005 -0.004 -0.018 -0.71
C 1.7137 0.3129 -0.9047 -0.035 -0.071 -0.126 0.40
N 0.8831 0.2061 0.0867 -0.003 0.001 0.045 -0.33
N 1.4218 -0.1437 1.3320 -0.119 0.023 -0.070 -0.40
C 0.7411 0.3169 2.3199 0.214 0.061 0.143 -0.04
S -0.6980 1.3151 2.2186 -0.131 -0.233 -0.126 -0.08
S 1.2033 -0.0029 3.9629 -0.099 -0.082 0.023 0.36
C 2.5715 -1.1799 3.8007 0.049 0.024 -0.022 -0.57
C 3.9029 -0.6026 3.4037 0.009 -0.003 -0.015 0.05
C 4.4704 0.4485 4.1159 -0.022 0.049 -0.032 -0.23
C 5.7170 0.9410 3.7660 0.008 0.004 0.001 -0.19
C 6.4166 0.3812 2.7052 0.022 0.005 -0.005 -0.21
C 5.8618 -0.6725 1.9962 -0.001 -0.010 -0.011 -0.20
C 4.6089 -1.1581 2.3441 -0.009 -0.009 0.036 -0.25
C 1.2205 0.5635 -2.2684 0.061 0.095 0.018 -0.20
C 2.1191 1.0573 -3.2262 -0.048 0.029 -0.083 -0.13
C 1.7273 1.3239 -4.5220 0.069 -0.008 0.095 -0.22
C 0.4155 1.0773 -4.9056 -0.073 -0.015 -0.024 -0.16
C -0.4891 0.5634 -3.9979 0.020 -0.080 -0.023 -0.22
C -0.0992 0.3169 -2.6870 0.033 -0.038 0.062 0.31
O -1.0401 -0.1745 -1.8375 0.122 -0.106 0.381 -0.66
H 3.4121 -0.2243 0.2834 -0.013 -0.003 0.011 0.28
H 3.6288 1.1920 -0.7327 0.009 0.008 0.019 0.26
H 3.6424 -0.4038 -1.4796 0.004 -0.005 -0.002 0.24
H 2.2712 -1.9707 3.1147 -0.050 0.026 0.001 0.24
H 2.6207 -1.6095 4.8039 0.027 -0.019 -0.015 0.25
H 3.9296 0.8931 4.9429 -0.007 -0.003 0.010 0.22
H 6.1478 1.7604 4.3256 0.002 0.007 0.008 0.22
H 7.3933 0.7618 2.4380 0.004 0.005 -0.002 0.22
H 6.4054 -1.1201 1.1740 0.003 -0.002 -0.006 0.22
H 4.1716 -1.9809 1.7895 0.012 -0.025 0.001 0.21
H 3.1398 1.2617 -2.9402 0.014 0.009 0.013 0.23
H 2.4374 1.7280 -5.2291 0.009 0.000 0.000 0.23
H 0.0944 1.2926 -5.9159 0.000 -0.006 -0.007 0.23
H -1.5158 0.3694 -4.2779 -0.009 -0.011 0.010 0.22
C -5.1128 -0.2499 0.3911 0.023 -0.023 0.042 -0.67
C -4.5052 1.0922 0.2251 -0.047 -0.037 0.015 0.46
N -3.2357 1.3747 -0.0587 0.196 -0.016 0.308 -0.53
C -3.1404 2.7508 -0.1348 -0.161 0.196 -0.340 0.00
C -4.3613 3.3029 0.0851 0.042 -0.062 0.098 0.04
N -5.1982 2.2374 0.3061 0.118 0.015 0.009 -0.46
C -4.9300 4.6817 0.1388 0.023 0.040 -0.114 0.77
O -4.1037 5.6800 -0.0756 0.006 -0.058 -0.024 -0.64
O -6.1063 4.8018 0.3632 -0.007 -0.005 0.049 -0.57
C -1.8447 3.3502 -0.5363 -0.104 0.107 0.304 0.80
O -1.7002 4.5563 -0.5632 0.074 -0.055 -0.254 -0.59
O -0.9450 2.4519 -0.8172 0.125 -0.099 0.222 -0.69
H -4.3358 -1.0071 0.3403 -0.013 0.008 -0.001 0.25
H -5.8555 -0.4266 -0.3878 -0.003 -0.009 0.000 0.25
H -5.6049 -0.3300 1.3605 -0.014 0.004 -0.006 0.25
H -6.1839 2.3608 0.4995 -0.011 -0.015 -0.005 0.46
H -3.1813 5.3678 -0.2739 0.007 0.020 0.072 0.52
C -2.6995 -2.8857 -1.9700 -0.081 0.012 0.026 -0.97
As -1.6210 -3.1269 -0.4005 0.105 0.073 0.009 1.49
C -2.1993 -4.7614 0.4199 0.040 -0.003 0.047 -0.96
C 0.1956 -3.3527 -0.9741 0.042 0.019 -0.047 -0.97
S -1.7469 -1.5835 1.0867 -0.106 -0.073 -0.176 -0.45
H -2.6559 -3.8032 -2.5564 -0.001 0.021 -0.014 0.25
H -2.3154 -2.0431 -2.5374 0.030 -0.005 0.004 0.27
H -3.7283 -2.6897 -1.6724 0.010 -0.037 0.016 0.25
H -1.9905 -5.5967 -0.2470 -0.012 0.008 -0.001 0.25
H -3.2680 -4.6996 0.6165 0.011 0.009 -0.006 0.26
H -1.6669 -4.8911 1.3603 0.002 -0.002 -0.021 0.26
H 0.2870 -4.2623 -1.5665 -0.003 0.007 -0.001 0.25
H 0.8313 -3.4090 -0.0923 -0.018 -0.008 0.005 0.26
H 0.4799 -2.4881 -1.5732 -0.032 -0.008 0.013 0.26
```
Forces are in eV/Å.

Below is a cluster of 2 separate species, C27H28Cl4N2O3S in total, with properties calculated with ωB97M-V/def2-TZVPD.

Calculated values
**Maximum force**: 1.36 eV/Å
**LUMO energy**: -0.69 eV

```
65
Properties=species:S:1:pos:R:3:forces:R:3:nbo_charge:R:1
C 0.8090 -3.5819 -1.0225 -0.096 0.002 0.151 -0.38
C 1.0836 -3.4199 0.2662 0.186 0.110 -0.439 -0.20
C 1.1061 -2.0632 0.8844 0.350 -0.106 0.295 -0.04
C 2.2612 -1.2693 0.9789 0.267 -0.128 -0.107 0.09
C 3.5905 -1.7188 0.4190 -0.313 0.023 -0.492 -0.46
C 3.6049 -1.9005 -1.1135 0.595 -0.130 0.126 -0.42
C 5.0161 -1.6480 -1.6533 -0.473 -0.218 0.210 -0.05
O 5.9933 -2.3893 -0.9345 0.172 0.010 -0.012 -0.72
C 2.1910 -0.0194 1.6031 0.147 0.333 0.101 0.15
N 3.3591 0.8173 1.6831 -0.450 0.026 -0.076 -0.65
C 3.2687 1.9753 0.7623 0.261 0.117 0.235 -0.22
C 3.1059 3.3336 1.4725 -0.207 0.331 -0.279 -0.42
C 1.7750 4.0599 1.1732 -0.062 -0.326 0.255 -0.61
C 0.9907 0.4524 2.1224 -0.035 -0.265 0.155 -0.20
C -0.1376 -0.3243 2.0109 -0.410 -0.045 0.089 -0.12
C -0.0907 -1.5761 1.4029 -0.062 -0.004 -0.151 -0.12
C -1.3769 -2.3401 1.3271 0.052 0.008 0.042 0.56
O -1.4621 -3.5281 1.5154 -0.035 -0.033 -0.108 -0.49
C -2.5680 -1.4736 1.0378 0.379 -0.107 0.012 -0.07
C -3.5965 -1.8646 0.1937 0.418 -0.293 -0.204 0.16
N -3.5310 -3.1561 -0.4437 -1.101 0.499 0.624 -0.47
C -4.4525 -3.9152 -0.2000 0.565 -0.431 -0.214 0.25
S -5.5420 -4.9784 0.1271 -0.007 0.113 -0.121 0.10
C -4.6422 -0.9964 -0.0579 -0.283 0.115 -0.159 -0.22
C -4.6819 0.2559 0.5369 0.140 0.270 0.159 -0.04
C -5.7850 1.2583 0.2727 0.531 -0.004 -0.258 -0.23
Cl -7.3769 0.4929 0.4980 -0.064 0.001 0.024 -0.03
C -5.6528 1.9219 -1.1054 -0.535 -0.116 -0.303 -0.18
C -5.6787 0.9847 -2.3010 0.510 -0.035 0.108 -0.64
Cl -6.9796 3.1310 -1.2854 0.118 0.094 0.077 -0.07
C -3.6604 0.6380 1.3957 -0.064 0.151 0.053 -0.13
C -2.6058 -0.2202 1.6369 -0.006 -0.108 -0.061 -0.12
C -1.4553 0.1606 2.5127 0.026 -0.001 0.024 0.55
O -1.5911 0.8051 3.5253 0.028 0.289 -0.143 -0.50
H 0.4871 -4.5314 -1.4291 0.533 -0.173 -0.078 0.21
H 0.8547 -2.7387 -1.7008 -0.496 0.091 0.017 0.19
H 1.2523 -4.2800 0.9011 -0.436 -0.011 0.209 0.22
H 4.3179 -0.9480 0.6492 0.107 -0.051 0.258 0.25
H 3.9170 -2.6459 0.8889 -0.015 -0.015 0.105 0.23
H 3.3270 -2.9184 -1.3828 -0.216 0.043 -0.030 0.21
H 2.9121 -1.2051 -1.5904 -0.044 -0.022 -0.079 0.21
H 5.2564 -0.5946 -1.5105 0.204 0.022 -0.103 0.17
H 5.0609 -1.9096 -2.7135 0.017 0.240 -0.107 0.16
H 5.9535 -3.3104 -1.2117 -0.050 0.063 0.017 0.46
H 3.4159 1.1648 2.6320 0.111 0.008 -0.009 0.37
H 2.4344 1.8276 0.0789 -0.066 -0.102 -0.005 0.20
H 4.1598 2.0151 0.1340 0.107 -0.144 0.062 0.19
H 3.9317 3.9817 1.1800 0.053 0.004 0.008 0.21
H 3.1910 3.2203 2.5542 0.146 -0.146 0.026 0.20
H 1.9184 5.1097 0.9282 0.013 0.036 -0.027 0.21
H 1.1083 4.0124 2.0352 -0.040 0.065 0.016 0.21
H 1.2439 3.5786 0.3533 0.034 0.111 -0.150 0.21
H 0.9070 1.4127 2.6148 0.161 0.064 -0.013 0.23
H -5.4393 -1.2769 -0.7310 0.003 -0.209 0.006 0.24
H -5.6689 2.0570 1.0004 -0.362 -0.043 0.174 0.23
H -4.7360 2.5065 -1.1177 0.065 0.010 0.133 0.22
H -5.8690 1.5395 -3.2145 -0.147 0.029 -0.005 0.24
H -4.6899 0.5352 -2.4097 -0.030 -0.131 0.024 0.22
H -6.4085 0.1891 -2.1792 -0.198 0.085 -0.084 0.22
H -3.6718 1.6178 1.8561 0.005 -0.024 0.117 0.22
C 3.1753 2.7508 -3.3038 0.039 0.018 -0.045 -0.39
Cl 3.3901 3.9017 -1.9792 0.010 0.071 -0.118 -0.02
Cl 2.0890 1.4240 -2.8655 -0.004 -0.009 -0.019 -0.03
H 2.7490 3.2765 -4.1494 -0.047 0.009 0.029 0.23
H 4.1423 2.3343 -3.5585 0.001 -0.031 0.056 0.22
```
Forces are in eV/Å.

Calculated molecular weight in order - 76.1 104.0 141.0 76.1 731.6 602.4 g mol⁻¹